Record 1
Molecular formula: C4H6N2O
Method: DFT, ωB97M-V/def2-TZVPD

Geometry as XYZ:
```
13
Properties=species:S:1:pos:R:3
C -2.02327 -0.97180 -0.40466
C -1.50109 0.07121 0.05454
C -0.53832 0.92351 0.56150
O 0.00779 1.61608 -0.41778
C 0.55972 -0.21383 1.17145
N 1.49093 -0.79310 0.45981
N 1.51105 -0.18673 -0.80986
H -2.61236 -1.77778 -0.91042
H -0.66050 1.49765 1.74320
H 0.76957 1.18968 -0.78868
H 0.28978 -0.59036 2.30317
H 0.57922 0.01862 -1.47683
H 2.12747 -0.78313 -1.48543
```

Computed properties:
molar mass	98.1	g mol⁻¹
SMILES	C#C[C@H](O)/C=N\N
maximum force	7.94	eV/A
energy relative to the best compared isomer or geometry (same formula, charge and spin)	721.7	kJ/mol
E_tot	-9266.0219	eV
gap between HOMO and LUMO	9.8861	eV

Results of the Mulliken charge analysis, in e, for atoms 1 through 4: -0.09 -0.16 -0.16 -0.57

***

Record 2
Molecular formula: C4H6N2O
Method: DFT, ωB97M-V/def2-TZVPD

Geometry as XYZ:
```
13
Properties=species:S:1:pos:R:3
N -1.93609 0.38652 -0.28970
C -0.49227 0.36291 -0.15721
C -0.04104 -0.91977 0.00191
O -0.81858 -2.00872 -0.09930
N 1.30132 -0.89559 0.15195
C 1.71583 0.42711 0.10652
C 0.62149 1.23577 -0.07121
H -2.38031 1.28979 -0.41243
H -1.55517 0.43450 0.78191
H -1.67989 -1.59528 -0.34852
H 1.88245 -1.71269 0.21369
H 2.75399 0.67875 0.23748
H 0.62826 2.31670 -0.11506
```

Computed properties:
molar mass	98.1	g mol⁻¹
maximum force	3.81	eV/A
energy relative to the best compared isomer or geometry (same formula, charge and spin)	279.7	kJ/mol
E_tot	-9270.6029	eV
gap between HOMO and LUMO	8.1896	eV

Results of the Mulliken charge analysis, in e, for atoms 1 through 4: -0.84 1.08 -0.39 -0.58

***

Record 3
Molecular formula: C4H6N2O
Method: DFT, ωB97M-V/def2-TZVPD

Geometry as XYZ:
```
13
Properties=species:S:1:pos:R:3
O -2.29206 -0.01058 -0.08714
C -1.09250 -0.01245 -0.02576
C -0.25265 -1.22572 0.30783
C 1.17366 -1.08286 -0.29498
N 1.82237 0.16753 0.08117
C 1.04548 1.14968 0.13046
N -0.33014 1.15751 -0.10267
H -0.81547 -2.13081 -0.01462
H -0.15973 -1.22150 1.42645
H 1.81605 -1.89876 0.00030
H 1.08202 -1.17824 -1.38502
H 1.48278 2.16167 0.21740
H -0.75874 2.10508 -0.10222
```

Computed properties:
molar mass	98.1	g mol⁻¹
SMILES	O=C1CCN=CN1
maximum force	1.53	eV/A
energy relative to the best compared isomer or geometry (same formula, charge and spin)	39.5	kJ/mol
E_tot	-9273.0920	eV
gap between HOMO and LUMO	10.6022	eV

Results of the Mulliken charge analysis, in e, for atoms 1 through 4: -0.57 0.39 -0.45 -0.49

***

Record 4
Molecular formula: C4H6N2O
Method: DFT, ωB97M-V/def2-TZVPD

Geometry as XYZ:
```
13
Properties=species:S:1:pos:R:3
C -0.92165 -0.12965 -1.95131
C -0.40178 0.13465 -0.59132
N 0.00031 1.31409 -0.25464
C 0.67827 1.17730 0.94130
C 0.58732 -0.12599 1.36545
O 0.92205 -0.89612 2.43556
N -0.09505 -0.79332 0.37203
H -0.90186 0.84696 -2.44258
H -1.94000 -0.51047 -1.91317
H -0.26937 -0.80834 -2.51467
H 1.45118 1.93065 0.98514
H 1.27432 -0.38150 3.17040
H -0.38375 -1.75826 0.39782
```

Computed properties:
molar mass	98.1	g mol⁻¹
SMILES	Cc1ncc(O)[nH]1
maximum force	1.50	eV/A
energy relative to the best compared isomer or geometry (same formula, charge and spin)	105.9	kJ/mol
E_tot	-9272.4039	eV
gap between HOMO and LUMO	8.6960	eV

Results of the Mulliken charge analysis, in e, for atoms 1 through 4: -0.94 0.45 -0.55 -0.52

***

Record 5
Molecular formula: C4H6N2O
Method: DFT, ωB97M-V/def2-TZVPD

Geometry as XYZ:
```
13
Properties=species:S:1:pos:R:3
H -2.93046 -0.68046 1.25806
N -1.99839 -0.62189 0.85237
C -2.00958 0.14693 -0.14782
O -3.09171 0.80389 -0.60927
N -0.86696 0.40836 -0.96008
C 0.21729 -0.07949 -0.62076
C 1.38152 -0.58767 -0.32928
C 2.43318 0.09997 0.50218
H -2.82256 1.28889 -1.40332
H 1.56172 -1.59868 -0.68787
H 2.50731 -0.35710 1.49491
H 2.20659 1.16124 0.63121
H 3.41204 0.01602 0.01966
```

Computed properties:
molar mass	98.1	g mol⁻¹
SMILES	[H]/N=C(\O)N=C=CC
maximum force	0.51	eV/A
energy relative to the best compared isomer or geometry (same formula, charge and spin)	189.0	kJ/mol
E_tot	-9271.5428	eV
gap between HOMO and LUMO	9.8641	eV

Results of the Mulliken charge analysis, in e, for atoms 1 through 4: 0.25 -0.63 0.65 -0.50

***

Record 6
Molecular formula: C4H6N2O
Method: DFT, ωB97M-V/def2-TZVPD

Geometry as XYZ:
```
13
Properties=species:S:1:pos:R:3
N 0.54514 0.89324 -1.57153
C 0.27226 0.13428 -0.35371
C 0.53304 -1.20359 0.01501
C -0.14952 -1.36315 1.18348
N -0.80108 -0.17406 1.50588
C -0.61225 0.77902 0.51518
O -1.16145 1.90038 0.37780
H -0.27195 1.50747 -1.77336
H 0.82761 0.35181 -2.39344
H 1.30881 1.37721 -1.10567
H 1.18400 -1.92470 -0.46175
H -0.18477 -2.21836 1.83326
H -1.48985 -0.05956 2.22885
```

Computed properties:
molar mass	98.1	g mol⁻¹
SMILES	[NH3+]c1cc[nH]c1[O-]
maximum force	1.85	eV/A
energy relative to the best compared isomer or geometry (same formula, charge and spin)	234.6	kJ/mol
E_tot	-9271.0701	eV
gap between HOMO and LUMO	6.6170	eV

Results of the Mulliken charge analysis, in e, for atoms 1 through 4: -0.19 -0.02 -0.54 -0.73

***

Record 7
Molecular formula: C4H6N2O
Method: DFT, ωB97M-V/def2-TZVPD

Geometry as XYZ:
```
13
Properties=species:S:1:pos:R:3
H 2.69383 0.37292 0.53292
N 1.95758 0.56386 -0.14531
C 0.95800 1.08730 0.41054
O -0.14271 1.41429 -0.33422
C -1.23601 0.49768 -0.31427
C -0.78380 -0.89236 0.13788
C 0.15872 -1.52114 -0.78911
N 1.00926 -1.93273 -1.45284
H 0.89361 1.35568 1.47280
H -1.64968 0.48870 -1.32724
H -2.01913 0.84859 0.37280
H -0.21474 -0.73124 1.06522
H -1.62493 -1.55154 0.37083
```

Computed properties:
molar mass	98.1	g mol⁻¹
SMILES	[H]/N=C/OCCC#N
maximum force	1.08	eV/A
energy relative to the best compared isomer or geometry (same formula, charge and spin)	211.3	kJ/mol
E_tot	-9271.3120	eV
gap between HOMO and LUMO	11.0974	eV

Results of the Mulliken charge analysis, in e, for atoms 1 through 4: 0.23 -0.52 -0.09 -0.37

***

Record 8
Molecular formula: C4H6N2O
Method: DFT, ωB97M-V/def2-TZVPD

Geometry as XYZ:
```
13
Properties=species:S:1:pos:R:3
N -2.05546 0.66200 -0.36999
C -0.72202 0.24247 -0.36521
C -0.30671 -1.07967 -0.26037
N 1.06225 -1.09714 -0.40518
C 1.48756 0.19135 -0.20608
O 2.20502 0.21313 0.98732
C 0.42568 1.06173 -0.41468
H -2.63590 0.03649 0.17427
H -2.16839 1.61095 -0.03875
H -0.89430 -1.98115 -0.23756
H 1.67142 -1.81726 -0.04758
H 1.45366 -0.18356 1.50500
H 0.47722 2.14066 -0.32119
```

Computed properties:
molar mass	98.1	g mol⁻¹
SMILES	Nc1c[nH]c(O)c1
maximum force	1.49	eV/A
energy relative to the best compared isomer or geometry (same formula, charge and spin)	286.7	kJ/mol
E_tot	-9270.5308	eV
gap between HOMO and LUMO	8.2690	eV

Results of the Mulliken charge analysis, in e, for atoms 1 through 4: -0.57 1.02 -0.98 -0.14

***

Record 9
Molecular formula: C4H6N2O
Method: DFT, ωB97M-V/def2-TZVPD

Geometry as XYZ:
```
13
Properties=species:S:1:pos:R:3
N -0.91555 1.48136 -1.28998
N -0.26541 0.59316 -0.45378
C 1.06078 0.70826 -0.00706
C 1.43748 -0.33035 0.73559
C 0.23801 -1.26073 0.87701
C -0.83378 -0.58736 -0.02123
O -1.93308 -0.96135 -0.33039
H -1.29924 0.97224 -2.11070
H -1.74977 1.81874 -0.80280
H 1.64626 1.58368 -0.26098
H 2.41567 -0.47797 1.15153
H -0.13998 -1.22716 1.93079
H 0.33863 -2.31252 0.58198
```

Computed properties:
molar mass	98.1	g mol⁻¹
SMILES	NN1C=CCC1=O
maximum force	1.19	eV/A
energy relative to the best compared isomer or geometry (same formula, charge and spin)	145.8	kJ/mol
E_tot	-9271.9903	eV
gap between HOMO and LUMO	9.5506	eV

Results of the Mulliken charge analysis, in e, for atoms 1 through 4: -0.87 0.41 -0.20 -0.55